# 1
{"formula": "C4H8N3O", "method": "ωB97M-V/def2-TZVPD", "e_homo_ha": -0.5231, "total_charge": 1, "homo_lumo_gap_ev": 9.73, "de_lowest_kcal_mol": 89.2, "symbols": ["C", "C", "C", "C", "N", "N", "N", "O", "H", "H", "H", "H", "H", "H", "H", "H"], "positions_angstrom": [[1.57084, 1.02933, 0.67330], [1.94432, 0.25405, -0.59960], [0.61932, 0.73727, 1.58594], [-1.01324, -0.92939, 0.72220], [-0.30799, -0.22552, 1.31873], [-1.87482, -1.75746, 0.31561], [0.96896, -0.18168, -1.29690], [-1.67142, 0.48790, -0.92030], [2.10048, 1.87479, 0.92047], [3.02337, 0.25535, -0.86982], [0.54241, 1.15006, 2.53149], [-2.74956, -1.28887, -0.09811], [-1.73586, -2.70172, 0.08291], [1.34177, -0.62043, -2.11109], [-0.69613, 0.48433, -1.22013], [-2.06244, 1.43200, -1.03471]], "forces_ev_per_a": [[-1.0, -2.0, -0.3], [-1.3, 1.7, 1.3], [1.2, -0.6, -2.9], [1.4, 1.0, 1.4], [-0.7, -1.6, 0.1], [-3.5, 1.2, -1.2], [1.1, 0.2, 0.6], [-0.2, 2.9, -1.1], [1.8, 1.6, 0.5], [-0.8, -0.3, 0.1], [-0.1, 1.1, 1.5], [1.8, -1.0, 0.6], [0.6, -1.3, -0.1], [0.1, -0.6, -1.0], [-1.6, 0.1, 0.3], [1.2, -2.4, 0.2]]}

---

# 2
{"formula": "C4H8N3O2P", "method": "ωB97M-V/def2-TZVPD", "e_homo_ha": [-0.1875, -0.3619], "spin_multiplicity": 3, "total_charge": 0, "homo_lumo_gap_ev": [5.48, 7.40], "de_lowest_kcal_mol": 36.0, "symbols": ["C", "C", "C", "C", "N", "N", "N", "O", "O", "P", "H", "H", "H", "H", "H", "H", "H", "H"], "positions_angstrom": [[-1.66219, -0.81307, 0.25820], [1.59405, 0.78162, 0.67788], [-0.34695, 0.05907, -1.38915], [0.49346, -0.67899, -0.34333], [1.60835, 1.87141, 0.05444], [-0.48954, -1.18820, 0.60476], [-1.76145, -0.12990, -0.90208], [3.57006, -0.74219, 1.63381], [1.13476, -0.88193, 2.62067], [2.35644, -0.07711, 2.04838], [-2.44163, -0.96795, 0.87861], [-0.08072, 1.05045, -1.31468], [-0.35284, -0.25979, -2.37372], [1.27230, -1.31303, -0.59911], [2.28912, 2.55032, 0.55825], [0.51557, -1.35112, 1.90975], [-2.58877, 0.44685, -1.27154], [2.76046, 0.95562, 2.99536]], "forces_ev_per_a": [[1.3, 1.7, -2.2], [-1.5, -0.8, 1.0], [-1.2, -1.2, 2.1], [-3.7, 0.6, 0.7], [1.5, 2.4, 1.1], [3.1, -0.2, -0.7], [-0.2, 0.9, -0.3], [1.7, -1.6, -0.1], [-0.4, -1.2, -0.2], [-1.1, 1.4, -0.5], [-2.8, -0.6, 1.7], [0.4, 2.5, -0.2], [0.7, -0.9, -1.9], [1.5, -1.0, -0.3], [-1.0, -1.1, -1.9], [0.8, 1.2, 1.3], [1.9, -1.4, 1.2], [-1.1, -0.7, -0.5]]}

---

# 3
{"formula": "C4H8N3OS", "method": "ωB97M-V/def2-TZVPD", "e_homo_ha": -0.4876, "total_charge": 1, "homo_lumo_gap_ev": 8.65, "de_lowest_kcal_mol": 79.6, "symbols": ["C", "S", "N", "C", "N", "C", "C", "O", "N", "H", "H", "H", "H", "H", "H", "H", "H"], "positions_angstrom": [[2.71458, -0.95219, 0.78406], [2.29948, 0.10358, -0.65041], [0.65941, 0.19966, -0.30904], [0.05486, 1.52032, -0.18894], [-1.27083, 1.61114, -0.19675], [-2.11015, 0.56027, -0.49820], [-1.65027, -0.83204, -0.25688], [-2.30704, -1.80644, -0.29500], [-0.22453, -0.94295, -0.12024], [1.84486, -0.93702, 1.49034], [3.71169, -0.65910, 1.04511], [2.66925, -1.91712, 0.45794], [0.77820, 2.24027, 0.12156], [-1.84735, 2.43497, -0.17276], [-2.53152, 0.43356, -1.52338], [-3.02451, 0.71703, 0.20578], [0.23386, -1.77394, 0.10681]], "forces_ev_per_a": [[-1.4, 1.9, 0.1], [0.1, -0.6, 0.3], [-4.3, 3.9, 0.8], [0.6, -5.3, 0.3], [2.6, 1.2, -0.4], [-4.6, -2.5, 0.6], [3.5, 0.0, -0.1], [-1.1, -0.8, 0.3], [-0.7, 3.2, -0.9], [1.4, 0.9, 0.1], [0.2, 0.0, 1.0], [0.6, -2.7, -1.1], [0.0, 0.9, -0.4], [1.1, 1.1, 0.4], [0.4, 1.0, 0.3], [1.2, -0.6, -1.4], [0.6, -1.5, 0.2]]}

---

# 4
{"formula": "C4H8N3S", "method": "ωB97M-V/def2-TZVPD", "e_homo_ha": -0.4683, "total_charge": 1, "homo_lumo_gap_ev": 8.83, "de_lowest_kcal_mol": 107.5, "symbols": ["C", "N", "C", "N", "C", "C", "N", "S", "H", "H", "H", "H", "H", "H", "H", "H"], "positions_angstrom": [[-0.97586, 0.44854, 1.56574], [-1.89292, -0.01558, 0.82750], [-2.13903, -0.57420, -0.31109], [-1.32789, -0.24759, -1.30252], [-0.17842, 0.39066, -1.02162], [0.76066, -0.09816, -0.16364], [2.08260, 0.61749, -0.21798], [0.74977, -1.81073, 0.18367], [-0.19625, -0.27355, 1.99904], [-1.01774, 1.28165, 2.17785], [-3.08396, -1.12963, -0.65372], [0.09438, 1.42879, -1.54991], [2.57544, 0.42816, 0.62925], [2.01712, 1.65308, -0.41305], [2.71825, 0.04296, -0.95595], [-0.18615, -2.14188, -0.79358]], "forces_ev_per_a": [[0.7, -4.1, 0.8], [-1.0, 0.7, 1.5], [-0.5, -0.2, -1.8], [0.4, 0.7, -0.6], [0.7, 2.0, -1.2], [-0.3, 0.7, -1.5], [1.1, -2.1, -2.5], [0.2, -0.6, 0.1], [-0.9, 0.8, -0.9], [-0.7, 2.3, 0.5], [1.4, 0.8, 1.4], [-0.9, -2.3, 0.9], [0.5, 0.4, 1.1], [0.1, -1.4, 0.1], [-1.6, 2.0, 1.5], [0.8, 0.4, 0.5]]}

---

# 5
{"formula": "C4H8N3S", "method": "ωB97M-V/def2-TZVPD", "e_homo_ha": -0.4760, "total_charge": 1, "homo_lumo_gap_ev": 6.62, "de_lowest_kcal_mol": 131.9, "symbols": ["C", "C", "C", "C", "N", "N", "N", "S", "H", "H", "H", "H", "H", "H", "H", "H"], "positions_angstrom": [[-1.34450, -1.73835, 1.44314], [-0.43052, -0.12684, 0.27776], [1.63333, 1.19409, -1.59003], [0.91424, 0.11493, -2.03833], [-1.40972, -0.70583, 2.23788], [-0.83119, 0.28554, 1.50905], [-0.80766, -1.44459, 0.29506], [-0.66363, 1.85774, 2.24652], [-1.79865, -2.70960, 1.55961], [2.27420, 0.91067, -0.79953], [1.01137, 2.04859, -1.18970], [2.26202, 1.64460, -2.39622], [1.41785, -0.81987, -2.10462], [-0.09147, 0.06143, -2.18985], [-0.73255, -1.91993, -0.57054], [-1.40310, 1.34743, 3.30980]], "forces_ev_per_a": [[-2.0, -1.3, 1.9], [0.1, 0.2, 0.2], [0.0, 4.7, 0.3], [0.1, -1.9, 2.1], [0.1, -0.6, -0.1], [0.8, -0.3, -1.4], [1.7, 2.7, -2.0], [-0.7, -1.0, 0.7], [0.0, 0.1, 0.8], [1.2, -0.5, 0.6], [0.5, -1.0, -0.7], [0.0, -0.5, 0.2], [0.5, -0.8, -0.3], [-2.6, 0.5, -1.2], [-0.1, -1.2, -0.2], [0.6, 0.8, -0.7]]}

---

# 6
{"formula": "C4H8N3S", "method": "ωB97M-V/def2-TZVPD", "e_homo_ha": -0.4852, "total_charge": 1, "homo_lumo_gap_ev": 9.77, "de_lowest_kcal_mol": 17.6, "symbols": ["N", "C", "S", "C", "N", "C", "C", "N", "H", "H", "H", "H", "H", "H", "H", "H"], "positions_angstrom": [[1.95076, -0.29561, -1.23708], [0.52316, -0.27141, -1.31738], [-0.28884, -1.88194, -1.75504], [-0.16129, 0.18880, -0.06279], [0.33543, 0.34413, 1.17557], [-0.60367, 0.82241, 2.00057], [-1.70633, 1.02095, 1.30366], [-1.44876, 0.67964, -0.01523], [2.29095, -0.18094, -2.17990], [2.48021, -1.03512, -0.80894], [0.22777, 0.48280, -2.13366], [0.39595, -2.52282, -0.75554], [1.20255, -0.02493, 1.63840], [-0.42908, 0.89079, 3.02718], [-2.67727, 1.18375, 1.86163], [-2.09154, 0.59950, -0.74145]], "forces_ev_per_a": [[-0.1, 1.2, -0.6], [-0.4, 0.2, -0.5], [0.5, -0.2, 0.4], [-0.7, 1.3, 0.1], [2.1, -1.5, -0.4], [-0.2, 0.1, 0.4], [-3.0, 0.3, 0.8], [2.9, -0.8, 2.4], [0.4, 0.1, 0.1], [-0.6, -0.5, 0.3], [0.4, -1.2, 1.1], [-0.5, 0.2, -0.5], [-0.8, 0.6, -1.7], [0.1, 0.2, 1.3], [1.0, 0.2, -1.7], [-1.2, -0.1, -1.4]]}

---

# 7
{"formula": "C4H8N3S2", "method": "ωB97M-V/def2-TZVPD", "e_homo_ha": -0.5181, "total_charge": 1, "homo_lumo_gap_ev": 9.59, "de_lowest_kcal_mol": 12.6, "symbols": ["C", "C", "C", "C", "N", "N", "N", "S", "S", "H", "H", "H", "H", "H", "H", "H", "H"], "positions_angstrom": [[0.57441, 0.07504, 0.13024], [-1.33507, 1.14411, -0.14364], [2.33045, -1.54045, -0.40675], [2.03604, -0.13887, 0.15168], [-0.01551, 1.21364, -0.14990], [-1.87145, -0.18884, 0.07393], [-2.08100, 2.28099, -0.17041], [-0.50965, -1.21244, 0.32393], [-3.40989, -1.15557, 0.40528], [1.72510, -1.70361, -1.23953], [2.15417, -2.25308, 0.36100], [3.45523, -1.69434, -0.64496], [2.47695, 0.55244, -0.49117], [2.13950, -0.00741, 1.29137], [-1.47245, 3.05033, -0.16572], [-3.36917, -0.69074, 1.60895], [-2.82767, 2.26880, -0.93431]], "forces_ev_per_a": [[-0.7, -0.2, -1.0], [-2.0, -1.9, 0.9], [3.3, 0.6, 1.5], [-1.5, -1.5, 1.9], [0.2, 0.1, 0.4], [1.5, 0.7, -0.2], [-2.0, -2.5, -1.9], [-0.7, 0.3, -0.2], [1.5, 1.6, -1.7], [-0.7, -0.5, -1.5], [-0.4, -1.0, 0.5], [-2.0, 0.5, 0.2], [0.9, 1.8, -0.3], [1.2, -0.1, -1.6], [0.6, 1.5, -0.3], [-0.4, 0.3, 1.6], [1.2, 0.4, 1.8]]}

---

# 8
{"formula": "C4H8N4", "method": "ωB97M-V/def2-TZVPD", "e_homo_ha": -0.2984, "total_charge": 0, "homo_lumo_gap_ev": 8.15, "de_lowest_kcal_mol": 127.1, "symbols": ["C", "C", "N", "C", "N", "N", "C", "N", "H", "H", "H", "H", "H", "H", "H", "H"], "positions_angstrom": [[-0.47402, -1.17590, -0.96538], [-1.36802, 0.17082, 1.09977], [0.06680, -0.18102, -1.88934], [-0.25274, -0.32397, 0.24581], [1.40721, 0.97734, 1.34551], [1.00781, 0.07617, 0.36976], [1.65101, 0.19333, -1.23972], [2.71335, 0.36814, -1.69051], [-0.50664, 0.04289, -2.70147], [1.19833, 0.61568, 2.26958], [0.96260, 1.88470, 1.22571], [0.11290, -2.10713, -0.93283], [-1.54026, -1.38680, -1.10342], [-2.32209, -0.00773, 0.60276], [-1.37405, -0.38250, 2.04564], [-1.28220, 1.23597, 1.31815]], "forces_ev_per_a": [[0.6, 0.7, 0.1], [0.0, -0.2, 0.1], [1.3, -0.1, 1.5], [1.6, 0.6, 0.6], [0.3, 0.4, 0.2], [-2.5, -1.0, -1.3], [-3.0, -0.7, -1.1], [0.2, 0.3, 0.3], [1.2, 0.2, 0.0], [0.0, 0.0, -0.1], [0.1, -0.1, -0.1], [-0.2, 0.1, 0.0], [0.3, 0.0, -0.1], [0.1, 0.0, 0.0], [0.0, 0.1, 0.0], [0.1, -0.1, 0.1]]}

---

# 9
{"formula": "C4H8N4", "method": "ωB97M-V/def2-TZVPD", "e_homo_ha": -0.2907, "total_charge": 0, "homo_lumo_gap_ev": 7.34, "de_lowest_kcal_mol": 249.1, "symbols": ["C", "C", "C", "C", "H", "H", "H", "H", "H", "H", "H", "H", "N", "N", "N", "N"], "positions_angstrom": [[-2.42336, -0.17666, -0.06360], [-0.11693, -0.00428, 0.18039], [0.44693, -1.44524, -0.03421], [1.83483, -1.30163, -0.01461], [-2.80930, -0.83016, 0.95115], [-2.57735, -1.13227, -0.86603], [-3.42848, 0.53071, -0.18807], [-0.17021, -2.29264, -0.23906], [2.58569, -2.05617, 0.37411], [2.64533, -0.01723, -0.75410], [-0.35676, 2.41860, -0.70412], [1.42555, 2.67724, 1.36882], [-1.27760, 0.67003, 0.15386], [2.11268, -0.05788, 0.09711], [0.98314, 0.76481, -0.11122], [1.12583, 2.25276, -0.15044]], "forces_ev_per_a": [[-5.3, -1.9, 1.7], [-1.4, 0.7, -3.0], [0.2, 1.9, 0.6], [-5.1, -6.4, 2.4], [1.3, 1.8, -2.2], [1.3, 2.9, 1.4], [2.7, -1.8, 0.0], [-0.1, -0.4, 0.5], [-0.8, 0.8, -1.6], [1.6, 1.6, -0.4], [3.9, -0.8, 2.7], [-1.6, -1.1, -4.2], [1.6, -3.0, -0.4], [3.1, 6.6, -0.5], [0.9, 1.0, 1.1], [-2.4, -1.9, 2.0]]}

---

# 10
{"formula": "C4H8N4", "method": "ωB97M-V/def2-TZVPD", "e_homo_ha": [-0.3182, -0.3182], "total_charge": 0, "homo_lumo_gap_ev": [7.63, 7.63], "de_lowest_kcal_mol": 149.3, "symbols": ["C", "C", "C", "C", "N", "N", "N", "N", "H", "H", "H", "H", "H", "H", "H", "H"], "positions_angstrom": [[1.72321, 0.04916, -0.38343], [0.78010, -0.09214, 0.77107], [1.13555, -0.65624, 2.07809], [-2.24200, 0.32248, -1.84721], [-0.17110, 1.05152, 0.94879], [-1.03881, 1.11782, 0.11111], [0.68147, -0.86413, -0.36181], [-1.26602, 0.36966, -0.85794], [1.76707, 0.90154, -1.01498], [2.62169, -0.49848, -0.35910], [2.20825, -0.94162, 2.20579], [0.56038, -1.58099, 2.11002], [0.82992, -0.01240, 2.93568], [-2.62720, 1.29642, -2.10287], [-1.88917, -0.23744, -2.71923], [-3.07333, -0.22518, -1.51399]], "forces_ev_per_a": [[0.5, 1.0, 0.6], [2.0, 0.5, -1.3], [0.1, -1.0, 1.7], [-0.6, 0.1, -1.0], [-0.7, 1.1, 0.2], [-0.8, -0.3, -0.7], [-3.8, -1.1, -0.3], [3.5, -0.7, 1.5], [-0.3, 0.9, -0.4], [1.5, -0.4, 0.1], [-0.8, 0.4, -0.4], [0.0, -0.2, 0.6], [0.2, -0.4, -0.8], [0.2, 0.5, -0.4], [0.3, 0.5, 0.1], [-1.4, -0.9, 0.6]]}